{
  "formula": "C5H11NO",
  "method": "ωB97M-V with the def2-TZVPD basis set",
  "homo_energy_ev": -8.196,
  "smiles": "C=N/C=C/CC.O",
  "gap_ev": 8.364,
  "elements": ["C", "N", "C", "C", "C", "C", "H", "H", "H", "H", "H", "H", "H", "H", "H", "O", "H", "H"],
  "xyz": [[1.46660, -1.95382, 1.02493], [0.19207, -1.98981, 0.98031], [-0.42573, -0.90582, 0.25963], [-0.74294, -0.92809, -1.05532], [-0.96267, 0.37597, -1.86544], [-1.37138, 1.60528, -1.10708], [2.03857, -1.60007, 1.90986], [2.19602, -2.03157, 0.18015], [-0.80896, -0.13090, 0.92794], [-0.84037, -1.83324, -1.65255], [-1.66281, 0.05830, -2.65767], [0.02048, 0.50774, -2.36302], [-0.62402, 1.83730, -0.34577], [-1.38867, 2.43519, -1.83906], [-2.28950, 1.61155, -0.53529], [1.92080, 1.09172, 2.41228], [2.24549, 0.46014, 3.04791], [1.03701, 1.39014, 2.67819]],
  "forces_ev_per_a": [[0.22, 0.36, -0.44], [1.06, 2.15, 1.64], [-1.30, -2.18, -2.54], [-0.05, 1.58, 0.85], [-0.29, -2.43, 0.08], [0.73, 1.06, -0.28], [-0.38, -1.70, 0.60], [-0.79, 0.56, -0.34], [0.82, 0.15, -0.22], [0.84, -0.04, 0.27], [0.06, 0.70, 0.12], [-0.54, 0.30, 0.13], [0.29, 0.15, -0.18], [-0.12, -0.14, 0.60], [-0.55, -0.51, -0.32], [-0.31, 0.53, -0.58], [-0.17, -0.16, 0.48], [0.49, -0.37, 0.12]]
}



{
  "formula": "C5H11NO",
  "method": "ωB97M-V with the def2-TZVPD basis set",
  "homo_energy_ev": -8.434,
  "smiles": "C=C=C(C)N.CO",
  "gap_ev": 9.327,
  "elements": ["C", "C", "C", "C", "N", "H", "H", "H", "H", "H", "H", "H", "C", "O", "H", "H", "H", "H"],
  "xyz": [[-0.93400, -2.05435, 0.53458], [0.02434, -1.22143, 0.27041], [1.05289, -0.44566, -0.03655], [1.71390, -0.50321, -1.39156], [1.81398, 0.21975, 0.95228], [-0.72075, -3.08012, 0.81019], [-1.97560, -1.76342, 0.55211], [2.74261, -0.84880, -1.29935], [1.15851, -1.15037, -2.06547], [1.72071, 0.49408, -1.83479], [2.18248, 1.10482, 0.63074], [1.33505, 0.31237, 1.83717], [-1.91388, 1.70762, 0.39105], [-1.44831, 1.05952, -0.76102], [-2.58286, 2.50776, 0.06885], [-2.47557, 1.01918, 1.03404], [-1.09961, 2.15068, 0.97825], [-0.59389, 0.49158, -0.67092]],
  "forces_ev_per_a": [[-0.23, -0.08, 0.27], [0.94, 0.43, -0.36], [0.41, -1.41, 0.59], [-0.50, 0.43, -0.11], [-0.22, 0.13, -0.18], [0.08, -0.05, 0.08], [-0.11, 0.10, -0.24], [-0.03, -0.04, 0.08], [0.04, -0.06, 0.02], [0.14, 0.08, -0.10], [-0.04, 0.02, 0.09], [0.04, 0.08, -0.06], [0.40, -0.27, 0.25], [1.52, -0.94, -1.08], [0.04, -0.05, 0.04], [0.00, 0.08, 0.08], [-0.09, 0.02, 0.02], [-2.40, 1.53, 0.59]]
}



{
  "formula": "C5H11NO",
  "method": "ωB97M-V with the def2-TZVPD basis set",
  "s_squared": 0.76,
  "homo_energy_ev": [-13.518, -14.717],
  "gap_ev": [7.261, 8.374],
  "total_charge": 1,
  "multiplicity": 2,
  "elements": ["C", "N", "C", "C", "C", "C", "H", "H", "H", "H", "H", "H", "H", "H", "H", "H", "H", "O"],
  "xyz": [[1.78024, 1.16626, 0.99522], [0.06476, -0.76334, -1.35296], [-0.27207, 0.09607, -0.27033], [0.65927, 0.14085, 0.77797], [-2.11563, 1.33610, -1.50557], [-1.48860, 0.97856, -0.32108], [1.45560, 1.91460, 1.75669], [2.65995, 0.67178, 1.17419], [2.04441, 1.71649, -0.03957], [1.08381, -0.92798, -1.38488], [0.09791, -0.06018, -2.18984], [0.25896, -0.28840, 1.76021], [-1.60472, 1.13927, -2.40335], [-3.09850, 1.82839, -1.60754], [-2.10083, 1.15094, 0.55441], [-0.49491, -3.22493, 1.58732], [0.65521, -3.55408, 0.74354], [0.41514, -3.32040, 1.72556]],
  "forces_ev_per_a": [[-2.04, 1.94, -3.85], [0.96, 4.99, -1.00], [-0.14, 0.02, -2.55], [-0.42, -0.02, 3.64], [0.85, -0.54, 2.28], [-1.45, -1.22, -2.02], [0.49, -0.68, -0.51], [2.13, -1.16, 1.28], [-0.91, -0.91, 2.29], [-0.40, -0.82, 1.05], [-1.42, -1.93, 0.84], [0.50, 0.53, -1.23], [0.35, -0.17, -1.26], [0.79, -0.15, 0.51], [0.77, 0.10, 0.59], [-2.53, 0.19, 0.33], [-0.08, 0.41, 2.85], [2.56, -0.58, -3.23]]
}



{
  "formula": "C5H11NO2",
  "method": "ωB97M-V with the def2-TZVPD basis set",
  "s_squared": 0.75,
  "homo_energy_ev": [0.646, -3.841],
  "gap_ev": [3.454, 7.685],
  "total_charge": -1,
  "multiplicity": 2,
  "elements": ["N", "C", "C", "C", "C", "C", "O", "H", "H", "H", "H", "H", "H", "H", "H", "H", "H", "H", "O"],
  "xyz": [[-1.37336, 0.34627, -1.00782], [-1.97520, -0.74005, -0.24923], [-1.22524, -0.83262, 1.14431], [0.15958, -0.36218, 0.80105], [0.02578, 0.42925, -0.56607], [0.97195, -0.23708, -1.62774], [2.17869, -0.32983, -1.48718], [-1.68768, 1.22299, -0.78636], [-3.02501, -0.36846, -0.23634], [-1.83789, -1.67456, -0.67247], [-1.19834, -1.75035, 1.64811], [-1.74465, -0.14923, 1.69117], [0.81236, -1.21079, 0.67223], [0.60044, 0.30154, 1.57750], [0.36062, 1.50745, -0.45698], [0.48266, -0.54560, -2.59797], [3.10566, 1.71856, 0.01247], [2.37411, 0.97367, 1.18278], [2.99553, 1.70102, 0.95854]],
  "forces_ev_per_a": [[2.74, -2.42, -0.30], [-0.69, 2.18, 1.41], [-0.05, 0.60, -2.85], [0.57, 1.40, -0.34], [2.07, -1.38, -1.37], [-4.01, 0.17, -0.19], [3.15, 0.05, 0.75], [-1.99, 2.25, 0.83], [0.11, -1.22, 0.61], [-0.12, -1.61, -1.63], [-0.36, -1.56, 0.43], [-1.13, 2.01, 2.22], [0.40, -0.12, -0.19], [-0.31, -0.29, -0.07], [-0.42, -0.44, 0.18], [-0.03, 0.48, 0.56], [-0.30, -0.59, -0.64], [0.67, 0.67, -0.80], [-0.29, -0.16, 1.37]]
}



{
  "formula": "C5H11NO2",
  "method": "ωB97M-V with the def2-TZVPD basis set",
  "homo_energy_ev": 0.649,
  "smiles": "N[C@@H](C[O-])CCC[O-]",
  "gap_ev": 6.298,
  "total_charge": -2,
  "elements": ["N", "C", "C", "O", "C", "C", "C", "O", "H", "H", "H", "H", "H", "H", "H", "H", "H", "H", "H"],
  "xyz": [[-0.62977, 0.87655, -2.22158], [-0.66370, 0.83637, -0.77377], [-2.12140, 0.30384, -0.28446], [-2.95776, 0.06516, -1.31243], [0.58081, 0.06200, -0.27059], [0.87778, -0.11922, 1.19584], [2.05590, -1.15056, 1.39119], [2.77067, -1.02685, 2.54692], [-0.80569, 1.79348, -2.60426], [-1.45511, 0.33667, -2.51550], [-0.67302, 1.86315, -0.43052], [-2.58501, 0.96358, 0.50135], [-1.95692, -0.59778, 0.40906], [0.66320, -0.95170, -0.68476], [1.34590, 0.70599, -0.73083], [1.19371, 0.77923, 1.74912], [-0.00799, -0.40819, 1.79817], [2.79518, -0.83421, 0.59723], [1.67363, -2.14786, 1.07055]],
  "forces_ev_per_a": [[0.17, -0.51, -1.07], [-1.34, -0.57, 0.97], [0.13, -1.14, 0.50], [-0.24, -0.13, -0.21], [-0.24, 1.13, -0.25], [-0.08, -0.17, 1.45], [1.32, 1.92, -0.02], [-0.82, -0.78, 0.43], [-0.05, 0.25, 0.31], [-0.14, 0.00, 0.23], [0.65, 0.41, 0.44], [0.43, 0.70, -0.31], [0.29, 0.15, -0.77], [-0.36, 0.27, -0.53], [0.51, -0.68, 0.14], [0.23, 0.12, -0.54], [0.14, -0.36, -0.48], [-0.55, -0.38, -0.60], [-0.07, -0.24, 0.31]]
}



{
  "formula": "C5H11NO2",
  "method": "ωB97M-V with the def2-TZVPD basis set",
  "homo_energy_ev": -9.549,
  "gap_ev": 9.818,
  "elements": ["C", "C", "O", "O", "N", "H", "H", "H", "H", "H", "C", "C", "C", "H", "H", "H", "H", "H", "H"],
  "xyz": [[-1.88594, 0.82569, -1.28184], [-1.59895, -0.89613, 0.66351], [-3.16625, 1.11827, -1.38042], [-1.06672, 1.70876, -0.58683], [-2.18376, -0.52747, -0.39160], [-1.66283, 2.27334, -0.07257], [-3.26473, -0.15732, -0.67274], [-1.33096, 0.49633, -2.16895], [-0.58683, -0.55461, 0.87301], [-2.09656, -1.54669, 1.37891], [2.07838, 0.24294, -0.59480], [2.15305, -0.03886, 0.87279], [2.07081, -1.24122, 1.43251], [2.27236, 0.83114, 1.51411], [2.99251, 0.73470, -0.93945], [1.94566, -0.67340, -1.17311], [1.24804, 0.91945, -0.81193], [1.95268, -2.13844, 0.83422], [2.13001, -1.37647, 2.50517]],
  "forces_ev_per_a": [[-0.46, -0.15, 0.00], [-0.15, 0.00, -0.16], [0.51, 0.10, 0.09], [-0.13, -0.16, 0.07], [-0.31, 0.89, 0.07], [-0.04, -0.07, -0.08], [0.54, -0.58, 0.05], [-0.03, 0.00, 0.07], [0.07, -0.08, -0.10], [-0.03, 0.07, -0.01], [0.02, -0.02, -0.04], [-0.05, -0.09, 0.06], [0.01, 0.11, -0.05], [0.02, -0.04, 0.02], [-0.05, -0.02, 0.02], [0.01, 0.01, 0.03], [0.05, -0.02, 0.01], [0.01, 0.02, -0.04], [0.01, 0.04, -0.01]]
}



{
  "formula": "C5H11NO2",
  "method": "ωB97M-V with the def2-TZVPD basis set",
  "homo_energy_ev": [-7.042, -7.046],
  "gap_ev": [7.562, 7.396],
  "elements": ["C", "C", "C", "C", "C", "O", "O", "N", "H", "H", "H", "H", "H", "H", "H", "H", "H", "H", "H"],
  "xyz": [[-1.07474, -1.35595, -0.06230], [0.22222, 0.36692, 0.86053], [-0.43325, -1.46429, -1.28429], [0.76411, 0.55722, 2.23785], [1.16991, 0.15555, -1.75627], [-2.30649, -0.77113, 0.08152], [-0.55669, 1.38074, 0.38092], [0.94610, 1.30535, -2.17088], [-2.35037, 0.00743, -0.48796], [-0.63304, 2.10770, 1.01426], [-0.87161, -2.04422, 0.74658], [0.85452, -0.06939, 0.06877], [0.20014, 1.79765, -1.66155], [0.30605, -2.24344, -1.40298], [-0.93225, -1.11043, -2.17831], [1.98053, -0.44834, -2.18121], [-0.05042, 0.58958, 2.96879], [1.43567, -0.25853, 2.50169], [1.32962, 1.49758, 2.32487]],
  "forces_ev_per_a": [[0.10, 0.29, 0.31], [0.12, -0.48, -0.31], [0.35, 0.57, 0.06], [-0.19, -0.01, 0.03], [-0.31, -0.31, -0.50], [0.02, 0.10, -0.05], [-0.04, 0.11, -0.08], [0.05, 0.01, 0.41], [0.02, -0.04, 0.05], [-0.01, -0.19, 0.05], [0.01, 0.00, -0.02], [-0.10, 0.30, 0.29], [0.01, -0.19, -0.16], [0.05, 0.06, -0.05], [0.00, -0.11, 0.01], [-0.04, -0.04, 0.01], [0.06, -0.01, 0.01], [-0.04, 0.00, 0.00], [-0.05, -0.06, -0.05]]
}



{
  "formula": "C5H11NO2",
  "method": "ωB97M-V with the def2-TZVPD basis set",
  "homo_energy_ev": -9.501,
  "smiles": "CC(=O)NCCCO",
  "gap_ev": 10.263,
  "elements": ["C", "C", "O", "N", "C", "C", "C", "O", "H", "H", "H", "H", "H", "H", "H", "H", "H", "H", "H"],
  "xyz": [[2.10973, 0.12717, -1.13639], [1.38209, 1.40921, -0.85216], [1.40176, 2.45793, -1.45644], [0.66070, 1.38531, 0.34071], [0.18868, 0.24342, 1.10396], [-1.30624, -0.07012, 0.86138], [-1.49212, -0.93071, -0.36472], [-2.42503, -2.07347, -0.20556], [2.65115, -0.21716, -0.26228], [1.40697, -0.64798, -1.44824], [2.75484, 0.26739, -2.00150], [0.10345, 2.19784, 0.56945], [0.86811, -0.60207, 1.02825], [0.26825, 0.53943, 2.16664], [-1.96383, 0.78259, 1.03042], [-1.57227, -0.66317, 1.74368], [-0.59504, -1.45841, -0.67363], [-2.02513, -0.43173, -1.17234], [-2.41608, -2.31546, 0.72877]],
  "forces_ev_per_a": [[-0.06, 0.02, -1.08], [-1.15, 0.61, 1.96], [0.57, -0.31, -0.86], [-0.06, -0.56, -0.11], [-0.34, 1.15, 1.01], [1.06, -1.25, 1.09], [-2.18, -1.48, -0.52], [0.29, 0.83, 0.78], [0.17, -0.01, -0.01], [-0.10, 0.00, 0.23], [0.25, 0.12, 0.23], [0.41, 0.27, -0.58], [-0.31, -0.21, -0.41], [0.03, -0.08, -0.28], [0.19, 0.31, -0.79], [-0.04, -0.44, -0.05], [0.49, 0.74, -0.19], [0.82, 0.41, -0.26], [-0.03, -0.12, -0.15]]
}



{
  "formula": "C5H11NO2",
  "method": "ωB97M-V with the def2-TZVPD basis set",
  "homo_energy_ev": -9.950,
  "gap_ev": 9.941,
  "elements": ["C", "O", "C", "C", "C", "C", "N", "O", "H", "H", "H", "H", "H", "H", "H", "H", "H", "H", "H"],
  "xyz": [[-1.97502, 0.16358, 0.05127], [-2.32817, -1.22557, -0.14094], [-0.91000, 0.33251, 1.14516], [0.16366, -0.74979, 1.09997], [1.00573, -0.88631, -0.18898], [1.35202, 0.55092, -0.66386], [2.29501, 1.15278, 0.17600], [0.58750, 0.99741, -1.56291], [-2.93831, 0.55798, 0.39956], [-1.54078, 0.45174, -0.91835], [-1.67299, -1.70252, -0.65222], [-1.27375, 0.37034, 2.17979], [-0.39975, 1.32217, 0.95124], [0.85592, -0.39599, 1.87660], [-0.25175, -1.73914, 1.31375], [0.43272, -1.31719, -1.04585], [1.92358, -1.48178, -0.04059], [2.90119, 0.47672, 0.67788], [2.55230, 0.62773, -0.97418]],
  "forces_ev_per_a": [[0.17, -1.62, 0.18], [-0.47, -0.28, 0.54], [0.56, 0.83, -0.89], [0.79, 0.10, 0.12], [-0.42, 0.28, -1.23], [-5.57, -2.65, 0.45], [1.63, 0.33, -3.59], [2.64, 0.54, 1.97], [0.45, 0.66, -0.71], [-0.67, 0.90, 0.52], [0.20, 0.23, -0.10], [-0.31, -0.06, -0.37], [-0.57, -0.77, 0.31], [0.02, -0.79, 0.15], [0.10, 0.26, 0.36], [0.42, 0.07, 0.78], [-0.46, 0.06, 0.16], [-1.14, 0.01, -0.09], [2.64, 1.89, 1.43]]
}



{
  "formula": "C5H11NO2",
  "method": "ωB97M-V with the def2-TZVPD basis set",
  "homo_energy_ev": -8.724,
  "gap_ev": 6.384,
  "elements": ["C", "N", "C", "C", "O", "C", "O", "C", "H", "H", "H", "H", "H", "H", "H", "H", "H", "H", "H"],
  "xyz": [[0.58170, 1.28750, 0.67963], [-0.24036, 0.43648, -0.13395], [0.23007, -0.93136, -0.34042], [-0.21862, -1.47896, -1.61178], [-1.83345, -1.87514, -1.61759], [0.41719, -1.80891, 0.97779], [0.14121, -1.24876, 2.17648], [0.22309, 2.78469, 0.34923], [0.50124, 0.97739, 1.81218], [1.70340, 1.17856, 0.49279], [-1.08372, 0.36645, 0.47760], [-0.19962, -2.75271, 0.75412], [0.18084, -2.50367, -1.89485], [-0.18447, -0.69550, -2.41314], [-2.25263, -1.00424, -1.37393], [1.46702, -2.25967, 0.89370], [-0.79120, 3.11209, 0.70550], [0.93485, 3.40109, 0.82749], [0.42345, 3.01467, -0.76084]],
  "forces_ev_per_a": [[2.03, 1.12, 2.25], [0.01, -2.26, -0.46], [-2.50, 0.64, 3.51], [-2.71, -1.84, -2.12], [2.67, 2.27, 0.95], [0.97, 1.47, 0.86], [0.36, -1.04, -3.01], [-0.29, -0.86, -1.02], [-0.09, 0.89, -1.93], [-1.52, -0.13, -0.23], [0.15, -0.38, -0.93], [0.12, 1.02, -0.37], [-0.20, 1.54, 0.38], [0.38, -0.98, 0.67], [0.43, -1.22, -0.40], [-0.56, 0.14, 0.08], [0.84, -0.49, -0.65], [0.75, 0.74, 0.92], [-0.84, -0.61, 1.51]]
}